Computed, not measured: 2 unconnected molecules or ions with the total composition C5H14O2 at a distorted geometry, with ωB97M-V/def2-TZVPD.

```
21
Properties=species:S:1:pos:R:3:forces:R:3
C -2.777024 -1.096684 -0.262489 1.1 0.7 -0.5
C -1.658242 -0.691002 0.715723 -0.9 0.0 -0.5
C -1.002242 0.682885 0.444401 1.2 -1.8 1.4
C -0.075880 0.694068 -0.763419 -0.5 -0.2 -1.0
C 0.941934 -0.472352 -0.823293 -0.3 1.4 -0.2
O 1.714343 -0.577652 0.365478 -0.5 -0.6 -0.1
H -2.386358 -1.043145 -1.286710 0.1 -0.4 0.1
H -3.575558 -0.355046 -0.298926 -0.4 -0.4 0.5
H -3.049373 -2.124737 -0.043011 -0.6 0.1 -0.1
H -0.944791 -1.519360 0.698206 0.3 0.2 0.0
H -2.071345 -0.705446 1.728498 0.0 0.2 0.0
H -0.308658 0.730625 1.299611 -0.2 0.7 0.0
H -1.733902 1.473526 0.573372 0.0 0.2 -0.5
H 0.473678 1.630541 -0.861061 -0.1 0.1 0.3
H -0.656520 0.590048 -1.693016 0.0 0.2 0.1
H 1.636984 -0.208889 -1.620577 0.1 -0.2 0.0
H 0.410987 -1.374123 -1.139372 0.3 -0.3 0.4
H 1.155988 -1.059276 0.986025 0.2 0.1 0.2
O 4.400074 1.717643 0.329668 0.5 0.3 0.6
H 5.020935 2.445711 0.472114 -0.2 0.0 -0.4
H 4.484971 1.262667 1.178779 -0.4 -0.3 -0.3
```
Forces are in eV/Å.

Results
Orbital gap ... 10.979 eV
ΔE to the lowest compared entry with this formula, charge and spin ... 12.0 kcal/mol
E_HOMO ... -10.09 eV
SMILES string ... CCCCCO.O

=====

Computed, not measured: 2 unconnected molecules or ions with the total composition C5H14O2 at a distorted geometry, with ωB97M-V/def2-TZVPD.

```
21
Properties=species:S:1:pos:R:3:forces:R:3
C -2.223594 0.030274 -1.179482 -0.4 -0.2 0.0
C -0.911694 0.820120 -1.186000 0.6 -1.7 1.1
C 0.330562 -0.079775 -0.992228 1.3 0.5 -0.2
C 0.836262 -0.195270 0.466731 -1.1 -0.2 -0.2
C 1.346580 -1.566033 0.830486 0.0 -0.4 0.1
O 0.322985 -2.564604 0.685146 0.1 0.5 0.3
H -2.828900 0.250213 -2.055282 -0.2 0.1 0.0
H -2.810428 0.209037 -0.276671 -0.1 0.4 -0.2
H -2.101254 -1.052678 -1.147872 0.4 0.0 -0.3
H -0.887546 1.397790 -0.265414 -0.2 0.7 -0.4
H -0.735840 1.408758 -2.067806 -0.4 0.5 -0.3
H 1.161500 0.398699 -1.526914 -0.1 0.1 0.0
H 0.302799 -1.057320 -1.466955 -0.7 -0.2 0.0
H 0.023481 0.018142 1.166860 -0.1 0.1 0.0
H 1.579787 0.577734 0.584374 0.4 0.1 0.5
H 1.654363 -1.641472 1.874344 0.2 0.3 0.0
H 2.202710 -1.803679 0.204118 0.2 -0.2 -0.1
H 0.527934 -3.082301 -0.083851 0.0 -0.3 -0.4
O 0.420373 3.196814 1.116615 0.3 0.1 0.2
H 0.119954 2.653961 1.852855 0.0 0.0 -0.1
H -0.288865 3.180862 0.473819 -0.2 0.0 -0.1
```
Forces are in eV/Å.

Results
Orbital gap ... 11.321 eV
ΔE to the lowest compared entry with this formula, charge and spin ... 15.6 kcal/mol
E_HOMO ... -10.39 eV
SMILES string ... CCCCCO.O

=====

Computed, not measured: 3 unconnected molecules or ions with the total composition C5H14O2 at a distorted geometry, with ωB97M-V/def2-TZVPD.

```
21
Properties=species:S:1:pos:R:3:forces:R:3
C 0.549909 -3.331957 2.464945 -0.6 -2.3 0.9
C 0.744271 -3.241776 0.987227 1.7 2.2 -1.1
C 0.565560 -2.115996 0.278182 -1.4 -0.4 -0.5
C 1.340862 -1.643314 -0.924771 -1.3 -0.9 0.7
C 1.928777 -0.266550 -0.636412 -0.1 0.7 -0.2
H 1.295708 -4.085970 2.729172 -0.1 -0.1 0.4
H -0.405985 -3.782729 2.749926 -0.1 -0.1 0.0
H 0.703666 -2.554273 3.229690 0.1 0.6 -1.3
H 1.433913 -3.913119 0.440529 0.1 0.0 1.1
H -0.405935 -1.591721 0.350352 0.8 0.6 1.1
H 2.129112 -2.366764 -1.146329 0.0 0.1 -0.2
H 0.538273 -1.684057 -1.682491 0.9 0.6 -0.5
H 2.425450 -0.178214 0.332914 0.4 -0.6 -0.2
H 1.229376 0.567462 -0.550039 -0.6 -0.3 -0.3
H 2.586911 0.018630 -1.452230 0.4 0.0 0.1
O -1.627575 5.621901 -1.697180 -0.8 0.7 -0.2
H -0.978309 6.186119 -1.285667 0.7 -0.1 0.3
H -2.357189 6.264077 -1.775688 0.0 -0.6 -0.1
O -4.182462 4.339779 -0.838503 0.4 -0.5 0.0
H -4.182993 3.545029 -0.294129 -0.5 0.1 0.2
H -3.331333 4.213441 -1.279505 0.1 0.5 -0.2
```
Forces are in eV/Å.

Results
Orbital gap ... 9.342 eV
ΔE to the lowest compared entry with this formula, charge and spin ... 44.5 kcal/mol
E_HOMO ... -8.58 eV
SMILES string ... C/C=C/CC.O.O

=====

Computed, not measured: 3 unconnected molecules or ions with the total composition C5H14O2 at a distorted geometry, with ωB97M-V/def2-TZVPD.

```
21
Properties=species:S:1:pos:R:3:forces:R:3
C -0.503371 1.147249 1.032027 -0.4 0.2 0.3
C 0.846814 0.557890 0.774078 -0.5 0.0 -0.1
C 1.834840 1.237141 0.211509 0.6 -0.2 -0.3
C 3.119419 0.569910 -0.201062 0.0 0.1 -0.2
C 1.659478 2.651519 -0.230851 -0.3 0.2 0.0
H -1.135783 1.207507 0.143281 0.1 -0.1 -0.2
H -0.432106 2.153536 1.410002 0.2 0.6 0.0
H -1.093066 0.658387 1.804627 0.1 -0.5 0.0
H 0.963950 -0.494647 0.951591 0.1 -0.4 0.2
H 2.971038 -0.507291 -0.187115 0.4 -0.1 0.1
H 3.395811 0.863541 -1.220463 -0.3 -0.1 0.0
H 3.993173 0.878343 0.383892 -0.2 -0.2 0.3
H 0.996527 2.635318 -1.101790 0.0 0.3 0.0
H 1.178087 3.259355 0.539647 0.1 0.1 -0.1
H 2.597006 3.115078 -0.530678 0.0 0.0 0.1
O -1.386153 -4.479781 -2.374354 -0.2 0.1 -0.6
H -2.111349 -4.139556 -2.918480 0.0 0.0 0.4
H -0.732293 -4.692511 -3.050900 0.2 -0.1 0.2
O -4.276957 -0.567366 1.295918 1.0 -0.2 -0.5
H -3.403107 -0.336581 1.647383 -0.4 0.2 0.3
H -3.983558 -1.006545 0.479864 -0.6 0.0 0.2
```
Forces are in eV/Å.

Results
Orbital gap ... 9.544 eV
ΔE to the lowest compared entry with this formula, charge and spin ... 15.8 kcal/mol
E_HOMO ... -8.94 eV
SMILES string ... CC=C(C)C.O.O

=====

Computed, not measured: 3 unconnected molecules or ions with the total composition C5H14O2 at a distorted geometry, with ωB97M-V/def2-TZVPD.

```
21
Properties=species:S:1:pos:R:3:forces:R:3
C 0.384143 2.537204 -0.903723 0.6 -0.2 0.8
C -0.221251 1.703458 0.183261 -0.8 0.4 -0.4
C 0.015018 0.433509 0.457166 0.0 0.0 -0.2
C -0.595025 -0.330783 1.567447 -1.3 -1.0 1.4
C 0.411404 -1.084070 2.444510 0.3 0.4 0.3
H 0.977785 1.936994 -1.567169 0.2 -0.4 -0.6
H 1.110285 3.224772 -0.444793 -0.4 0.2 -0.2
H -0.377573 3.066809 -1.460149 0.0 0.3 -0.1
H -1.023929 2.212358 0.709571 0.1 0.0 0.4
H 0.732200 -0.102666 -0.154036 0.2 -0.1 0.0
H -1.236039 0.249173 2.250281 0.6 0.7 -0.4
H -1.364252 -1.074081 1.297371 0.4 0.0 -0.8
H 1.247946 -0.418173 2.681317 0.1 -0.2 -0.1
H 0.802095 -1.985196 1.963004 0.0 0.1 0.1
H -0.035257 -1.336433 3.416524 0.0 -0.2 -0.4
O 3.080599 -0.924222 -2.428225 -0.6 -0.1 -0.3
H 2.383805 -0.396219 -2.019769 0.2 0.0 0.1
H 2.608616 -1.360580 -3.156352 0.4 0.1 0.2
O -3.238590 -2.403162 -1.588725 0.1 0.2 0.0
H -2.280085 -2.491603 -1.539540 -0.1 0.0 0.0
H -3.381905 -1.457085 -1.707975 0.0 -0.1 0.0
```
Forces are in eV/Å.

Results
Orbital gap ... 9.910 eV
ΔE to the lowest compared entry with this formula, charge and spin ... 18.8 kcal/mol
E_HOMO ... -9.49 eV
SMILES string ... C/C=C/CC.O.O

=====

Computed, not measured: 3 unconnected molecules or ions with the total composition C5H14O3 at a distorted geometry, with ωB97M-V/def2-TZVPD.

```
22
Properties=species:S:1:pos:R:3:forces:R:3
O -0.711478 -0.547502 2.499277 -0.6 -0.8 1.8
C -0.283927 -0.284347 1.338497 0.0 0.4 -0.8
C -0.881062 0.884042 0.583135 -0.6 -0.5 -1.0
C -1.892026 0.602128 -0.590874 -0.6 -0.3 -1.4
C -2.168445 1.755748 -1.587814 -0.5 1.5 0.8
C -1.555247 -0.646704 -1.412611 0.1 -1.3 0.4
H 0.411210 -1.008176 0.846519 -0.3 0.7 -0.3
H -1.569513 1.471734 1.219873 1.3 0.2 0.4
H -0.019683 1.416130 0.156712 -0.3 0.7 -0.1
H -2.907989 0.505212 -0.214794 0.1 -0.6 0.8
H -2.956348 2.425244 -1.197172 0.4 0.1 0.5
H -2.704695 1.487663 -2.498290 0.7 -0.6 -0.4
H -1.321068 2.432939 -1.785170 0.0 -0.5 -0.2
H -2.257639 -1.500529 -1.304970 0.0 0.6 0.2
H -1.553368 -0.441602 -2.482192 0.4 0.0 -0.1
H -0.617803 -1.099575 -1.048929 -0.1 0.3 -0.5
H 1.901191 -1.832837 1.917217 -0.3 1.4 0.3
H 3.478908 -1.338967 1.596157 -1.7 0.0 0.4
O 2.776659 -2.016018 1.596992 1.9 -1.4 -0.7
H 3.974681 -0.195498 -2.046943 0.0 -0.1 -0.4
H 2.883692 0.886170 -2.296257 -0.2 0.1 -0.5
O 3.356341 0.399655 -1.630846 0.2 0.1 0.9
```
Forces are in eV/Å.

Results
Multiplicity ... 2
Net charge ... -1
Orbital gap (spin up / spin down) ... 2.617 / 6.143 eV
ΔE to the lowest compared entry with this formula, charge and spin ... 42.1 kcal/mol
<S²> ... 0.754
E_HOMO (spin up / spin down) ... 0.53 / -3.08 eV

=====

What did the fourth record say?
Computed, not measured: 3 unconnected molecules or ions with the total composition C5H14O2 at a distorted geometry, with ωB97M-V/def2-TZVPD.

```
21
Properties=species:S:1:pos:R:3:forces:R:3
C -0.503371 1.147249 1.032027 -0.4 0.2 0.3
C 0.846814 0.557890 0.774078 -0.5 0.0 -0.1
C 1.834840 1.237141 0.211509 0.6 -0.2 -0.3
C 3.119419 0.569910 -0.201062 0.0 0.1 -0.2
C 1.659478 2.651519 -0.230851 -0.3 0.2 0.0
H -1.135783 1.207507 0.143281 0.1 -0.1 -0.2
H -0.432106 2.153536 1.410002 0.2 0.6 0.0
H -1.093066 0.658387 1.804627 0.1 -0.5 0.0
H 0.963950 -0.494647 0.951591 0.1 -0.4 0.2
H 2.971038 -0.507291 -0.187115 0.4 -0.1 0.1
H 3.395811 0.863541 -1.220463 -0.3 -0.1 0.0
H 3.993173 0.878343 0.383892 -0.2 -0.2 0.3
H 0.996527 2.635318 -1.101790 0.0 0.3 0.0
H 1.178087 3.259355 0.539647 0.1 0.1 -0.1
H 2.597006 3.115078 -0.530678 0.0 0.0 0.1
O -1.386153 -4.479781 -2.374354 -0.2 0.1 -0.6
H -2.111349 -4.139556 -2.918480 0.0 0.0 0.4
H -0.732293 -4.692511 -3.050900 0.2 -0.1 0.2
O -4.276957 -0.567366 1.295918 1.0 -0.2 -0.5
H -3.403107 -0.336581 1.647383 -0.4 0.2 0.3
H -3.983558 -1.006545 0.479864 -0.6 0.0 0.2
```
Forces are in eV/Å.

Results
Orbital gap ... 9.544 eV
ΔE to the lowest compared entry with this formula, charge and spin ... 15.8 kcal/mol
E_HOMO ... -8.94 eV
SMILES string ... CC=C(C)C.O.O

=====

Q: What is the ΔE to the lowest compared entry with this formula, charge and spin in the second record?
A: 15.6 kcal/mol

=====

Q: Look up the ΔE to the lowest compared entry with this formula, charge and spin of the first one.
A: 12.0 kcal/mol

=====

Q: What is the ΔE to the lowest compared entry with this formula, charge and spin in the fourth record?
A: 15.8 kcal/mol